Molecular formula: C38H61NO27
Method: DFT, ωB97M-V/def2-TZVPD

Summary:
Gap between HOMO and LUMO (eV): 9.1044
SMILES: C[C@H]1COC(=O)O1.C[C@H]1COC(=O)O1.C[C@H]1COC(=O)O1.C[C@H]1COC(=O)O1.C[C@H]1COC(=O)O1.C[C@H]1COC(=O)O1.C[C@H]1COC(=O)O1.COC(=O)OC.COC(=O)OC.CCCC#N
Relative energy (zero: lowest compared OMol25 entry of this formula, charge and spin) (kcal per mole): 60.6
Net charge: 0
Total energy (Ha): -3570.61338
HOMO (eV): -9.136
F_max (eV/Å): 9.0

Structure (XYZ):
```
127
Properties=species:S:1:pos:R:3:forces:R:3:lowdin_charge:R:1
C -3.137 -2.631 -2.226 0.91 -0.82 1.00 0.014
C -3.783 -3.747 -1.403 0.12 2.41 0.58 -0.274
C -4.865 -3.228 -0.413 2.15 -1.44 2.04 -0.086
O -5.997 -3.910 -0.832 -1.90 0.34 0.49 0.097
C -5.731 -4.707 -1.842 -3.47 -2.13 -1.40 -0.616
O -6.547 -5.451 -2.371 1.08 1.20 0.95 0.110
O -4.512 -4.594 -2.243 2.01 -0.71 -1.14 0.129
H -2.280 -3.050 -2.732 0.08 -0.18 -0.71 0.081
H -2.657 -1.918 -1.557 -0.38 0.27 0.21 0.065
H -3.815 -2.145 -2.905 -0.32 0.15 -0.21 0.087
H -3.055 -4.303 -0.831 0.44 -0.30 -0.22 0.131
H -4.980 -2.171 -0.310 -0.42 0.74 -0.47 0.096
H -4.606 -3.607 0.629 -0.41 0.45 -1.22 0.133
C 2.380 -7.714 0.576 -1.11 1.54 -1.51 0.005
C 1.447 -6.693 1.347 -0.51 -2.71 0.30 -0.288
C 2.117 -5.486 1.911 2.59 -0.98 -1.08 -0.099
O 1.305 -4.412 1.491 1.04 1.67 1.83 0.096
C 0.435 -4.837 0.615 -3.28 1.65 -2.22 -0.640
O -0.384 -4.193 -0.023 1.59 0.13 1.22 0.122
O 0.467 -6.116 0.499 0.14 -2.79 -0.96 0.115
H 2.039 -8.755 0.531 0.26 0.29 0.76 0.084
H 3.432 -7.544 0.796 -0.02 -0.49 0.54 0.077
H 2.322 -7.424 -0.508 -0.06 0.01 0.82 0.089
H 0.845 -7.217 2.120 0.55 0.10 -0.31 0.162
H 3.097 -5.422 1.385 -0.42 0.47 0.32 0.122
H 2.387 -5.659 2.951 -0.74 1.01 0.32 0.148
C -0.687 5.309 -1.309 1.04 -1.68 2.89 -0.015
C -2.139 5.595 -1.128 -1.60 -0.91 -2.52 -0.299
C -3.098 5.024 -2.248 0.27 2.42 -1.49 -0.076
O -4.033 4.205 -1.612 -0.91 0.19 -1.39 0.105
C -3.807 4.233 -0.366 -2.46 -1.66 7.72 -0.550
O -4.500 3.671 0.536 2.58 1.77 -3.69 0.079
O -2.757 5.024 0.016 0.18 -0.87 -0.17 0.081
H -0.416 4.192 -1.356 -0.66 1.77 -0.16 0.095
H -0.316 5.657 -0.309 0.38 -0.38 -0.79 0.090
H -0.113 5.866 -2.023 -0.28 0.33 -0.70 0.085
H -2.344 6.650 -1.066 0.26 0.54 0.01 0.142
H -2.803 4.408 -3.057 1.65 -0.46 -0.59 0.101
H -3.538 5.919 -2.766 -0.39 -0.84 0.67 0.142
C 3.521 -4.691 -1.715 -1.02 -0.13 0.53 0.017
C 3.017 -3.270 -1.458 0.87 -0.23 -0.78 -0.264
C 3.475 -2.630 -0.176 0.27 -0.57 0.96 -0.081
O 4.473 -1.687 -0.606 -0.77 0.41 3.45 0.098
C 4.636 -1.775 -1.890 2.06 1.17 -1.27 -0.675
O 5.586 -1.321 -2.464 -0.28 0.15 -0.13 0.153
O 3.644 -2.403 -2.431 -1.92 -1.50 -1.73 0.106
H 3.170 -5.321 -0.908 -0.27 -0.17 0.44 0.044
H 4.596 -4.773 -1.647 0.38 0.23 -0.42 0.101
H 3.091 -5.166 -2.607 0.43 0.51 -0.03 0.105
H 1.961 -3.169 -1.541 -0.87 -0.11 -0.44 0.128
H 3.983 -3.308 0.461 1.04 -1.15 0.30 0.110
H 2.680 -2.386 0.541 -0.04 1.60 -0.85 0.133
C 4.956 1.463 3.089 -0.75 -0.16 1.54 0.003
C 3.741 2.057 2.418 0.68 0.33 1.64 -0.339
C 3.481 1.498 1.118 1.08 0.72 -4.35 -0.117
O 2.664 0.363 1.307 1.49 -0.62 -2.79 0.096
C 1.982 0.613 2.357 -5.07 -3.04 1.59 -0.574
O 0.918 -0.032 2.579 3.55 2.52 0.37 0.085
O 2.584 1.552 3.034 -2.17 1.10 3.65 0.123
H 4.950 1.681 4.188 -0.02 -0.03 -0.90 0.106
H 5.841 1.908 2.663 0.47 -0.34 -0.25 0.084
H 4.850 0.363 3.001 0.66 0.53 -0.18 0.108
H 3.710 3.158 2.456 0.01 -0.51 -0.09 0.146
H 4.375 1.174 0.593 0.02 0.07 -0.22 0.153
H 2.948 2.264 0.517 0.11 -0.61 -0.08 0.136
C 6.644 5.543 0.020 1.47 0.50 2.25 -0.023
C 5.317 5.768 0.712 -0.37 1.94 -1.85 -0.327
C 4.564 7.072 0.167 1.32 -0.31 0.20 -0.049
O 3.638 6.483 -0.753 0.80 2.14 0.00 0.085
C 3.544 5.203 -0.561 0.63 -2.12 0.78 -0.591
O 2.767 4.518 -1.113 -0.67 -1.12 -0.67 0.172
O 4.477 4.701 0.373 -2.01 0.66 -1.31 0.036
H 7.140 4.879 0.711 0.16 -1.60 -0.52 0.075
H 7.357 6.322 0.286 -0.31 1.05 -0.64 0.084
H 6.749 5.280 -1.036 -0.63 -0.04 0.38 0.109
H 5.298 5.820 1.775 0.88 0.05 0.89 0.139
H 5.322 7.795 -0.324 -1.57 -1.22 0.54 0.159
H 3.967 7.581 0.940 0.41 -0.05 -0.24 0.121
C -2.711 -4.671 2.555 1.80 1.20 0.93 0.008
C -2.813 -3.168 3.054 0.86 -1.43 -1.66 -0.222
C -1.517 -2.440 2.937 3.05 -0.50 0.52 -0.105
O -1.675 -1.415 1.979 -0.05 -0.52 0.19 0.087
C -2.968 -1.339 1.719 -1.71 5.02 -1.91 -0.534
O -3.439 -0.362 1.092 1.18 -3.55 1.45 0.105
O -3.690 -2.262 2.337 -0.24 -1.33 -0.15 0.104
H -2.441 -5.488 3.292 1.55 1.62 0.03 0.111
H -2.192 -4.818 1.610 -0.29 0.02 -0.01 0.067
H -3.622 -5.090 2.642 -4.15 -0.78 -1.38 0.027
H -3.187 -3.232 4.008 -0.85 0.20 2.34 0.123
H -0.733 -3.102 2.591 0.02 -0.32 -0.60 0.107
H -1.002 -2.063 3.827 -0.94 0.52 0.26 0.145
C -8.142 -1.641 -2.784 0.34 0.46 -0.66 0.005
O -6.856 -1.058 -3.125 0.61 1.38 -0.46 -0.005
C -6.177 -0.371 -2.219 -2.09 -1.42 7.95 -0.429
O -6.457 -0.487 -0.838 1.57 0.84 -8.08 -0.063
O -5.197 0.357 -2.702 -1.80 -2.01 -1.31 0.025
C -4.340 0.970 -1.819 2.20 2.80 0.39 -0.079
H -8.645 -1.019 -2.071 0.00 0.03 0.75 0.088
H -7.887 -2.624 -2.452 -0.50 -0.64 0.48 0.080
H -8.786 -1.653 -3.684 0.83 -0.09 0.19 0.103
H -3.891 1.800 -2.395 -0.17 -0.49 0.02 0.076
H -3.470 0.409 -1.473 -0.57 -0.68 0.03 0.078
H -4.833 1.474 -1.013 -0.49 -0.31 0.71 0.086
C -1.326 2.095 1.190 -1.40 -1.07 3.51 -0.041
O -0.287 2.913 0.764 2.86 2.08 -0.41 -0.006
C 0.232 3.725 1.644 -1.29 1.64 8.56 -0.330
O -0.215 3.781 3.006 2.83 -0.24 -8.56 -0.056
O 1.301 4.567 1.241 -2.89 -3.50 -0.98 -0.066
C 1.745 5.500 2.159 0.64 -0.43 2.01 -0.079
H -2.211 2.687 1.451 0.25 -0.14 -0.11 0.108
H -1.039 1.448 2.075 -0.08 1.14 -0.74 0.117
H -1.541 1.382 0.470 -0.37 -0.85 -1.93 0.048
H 2.617 5.139 2.775 -0.98 0.14 -0.47 0.116
H 0.942 5.834 2.775 -0.50 -0.14 0.90 0.091
H 2.034 6.363 1.646 0.75 1.21 -1.28 0.065
C 0.144 -0.532 -0.900 2.11 -1.98 1.36 -0.056
C 1.284 0.076 -1.752 -0.66 -1.55 -0.80 -0.248
C 1.078 1.486 -2.134 0.25 1.49 2.21 -0.199
C -0.263 1.752 -2.608 -1.62 1.26 -1.08 -0.198
N -1.283 2.089 -3.054 1.39 -0.68 0.79 0.190
H 0.240 -0.315 0.183 0.14 0.35 -0.53 0.062
H 0.377 -1.636 -0.900 -0.72 0.79 -0.04 0.070
H -0.903 -0.404 -1.110 -0.22 0.35 -0.88 0.050
H 1.428 -0.450 -2.714 -0.37 -0.37 0.47 0.122
H 2.258 -0.003 -1.272 -0.12 -0.11 0.39 0.094
H 1.801 1.768 -2.872 0.32 0.52 -0.45 0.124
H 1.277 2.071 -1.175 -0.51 -0.05 -1.41 0.124
```
Forces are in eV/Å.